Here is a 2-piece molecular cluster, C25H46N2O overall from the OMol25 dataset. Energies are from ωB97M-V/def2-TZVPD.

Geometry (Å):
O1 1.638 -1.635 3.173
N1 4.442 -0.392 3.312
N2 -6.960 0.035 -1.252
C1 -2.985 -1.526 -3.694
C2 -0.614 2.465 -4.547
C3 -5.886 -0.780 -1.078
C4 -0.981 3.171 -0.643
C5 -1.008 -0.050 -4.656
C6 -5.333 1.804 -1.967
C7 -0.455 2.449 -1.949
C8 -4.485 -0.460 -1.283
C9 -4.197 0.908 -1.748
C10 4.469 -1.916 3.332
C11 3.832 -0.152 5.822
C12 -2.538 -1.030 0.140
C13 -3.366 -1.503 -1.063
C14 -1.595 -1.845 0.723
C15 1.831 -0.249 3.343
C16 -0.899 3.271 -3.209
C17 5.562 0.085 2.405
C18 4.251 -2.573 1.982
C19 3.151 0.202 2.735
C20 -2.333 -1.552 -2.270
C21 4.797 0.155 4.691
C22 -1.726 1.336 -4.801
C23 0.850 -2.242 4.192
C24 -6.649 1.272 -1.703
C25 -1.936 -1.291 -4.871
H1 0.370 1.943 -4.374
H2 3.156 -0.051 1.674
H3 0.236 -1.522 4.736
H4 -1.798 -2.540 -2.188
H5 4.349 -0.022 6.774
H6 3.732 -2.260 4.051
H7 5.778 -0.262 4.931
H8 6.494 -0.359 2.750
H9 -1.833 2.620 -0.171
H10 -0.230 -0.088 -5.474
H11 -0.922 1.430 -2.012
H12 -7.509 1.962 -1.892
H13 -0.164 3.246 0.121
H14 -2.094 1.537 -5.843
H15 3.439 -1.167 5.803
H16 3.302 -2.299 1.523
H17 -6.102 -1.817 -0.722
H18 -2.548 -1.077 -5.794
H19 -2.621 0.001 0.574
H20 1.739 0.048 4.386
H21 4.246 -3.656 2.112
H22 -1.375 -2.233 -5.083
H23 3.251 1.285 2.827
H24 -0.440 -0.048 -3.697
H25 4.906 1.236 4.582
H26 -0.491 3.153 -5.416
H27 3.005 0.556 5.840
H28 -2.003 3.487 -3.185
H29 5.611 1.171 2.468
H30 0.203 -2.983 3.726
H31 -1.558 -2.946 0.587
H32 -1.313 4.218 -0.877
H33 5.348 -0.211 1.383
H34 -3.155 1.245 -1.931
H35 -2.520 1.526 -4.043
H36 5.052 -2.342 1.277
H37 -0.780 -1.402 1.360
H38 -3.427 -2.543 -3.882
H39 5.452 -2.199 3.718
H40 -5.152 2.835 -2.345
H41 -3.783 -0.759 -3.830
H42 -0.378 4.263 -3.223
H43 1.513 -2.759 4.896
H44 0.659 2.322 -1.939
H45 -1.553 -0.762 -2.095
H46 1.027 0.267 2.803

Cartesian forces (eV/Å) of the 3 atoms listed first:
O 0.17 0.23 0.22
N 0.39 0.23 -0.20
N 2.05 0.62 -0.47

Computed properties:
LUMO level: -0.93 eV
DFT total energy: -31690.7886 eV
ΔE to the lowest compared entry with this formula, charge and spin: 0.0 kJ/mol
HOMO energy: -3.85 eV
Orbital gap: 2.92 eV

Here is a 3-piece molecular cluster, C5H13NO2 overall from the OMol25 dataset. Energies are from ωB97M-V/def2-TZVPD.

Geometry (Å):
O1 2.537 0.591 1.741
O2 1.266 1.846 -3.038
N1 -0.646 0.851 1.157
C1 -0.160 -0.514 -1.364
C2 -0.801 -0.193 -2.497
C3 -0.433 -1.257 -0.116
C4 -0.968 -1.129 2.388
C5 -0.602 -0.532 1.012
H1 -0.494 0.225 -3.403
H2 1.436 1.849 -2.070
H3 -1.916 -1.550 2.336
H4 1.601 0.691 1.446
H5 -0.554 -2.268 -0.071
H6 0.382 1.955 -3.133
H7 -0.227 -1.842 2.708
H8 -0.427 1.373 0.382
H9 -1.953 -0.410 -2.672
H10 0.946 -0.249 -1.481
H11 -0.882 1.246 1.997
H12 -0.872 -0.442 3.232
H13 2.766 -0.242 1.447

Cartesian forces (eV/Å) of the 3 atoms listed first:
O -1.82 2.80 0.55
O 4.68 -0.23 1.37
N 0.97 -2.86 -1.67

Computed properties:
LUMO level: 0.68 eV
DFT total energy: -10978.5059 eV
Structure (SMILES): C=C/C=C(/C)N.O.O
ΔE to the lowest compared entry with this formula, charge and spin: 325.5 kJ/mol
HOMO energy: -8.45 eV
Orbital gap: 9.13 eV

Here is an isolated ion of composition C6H14NO and charge -1 from the OMol25 dataset. Energies are from ωB97M-V/def2-TZVPD.

Geometry (Å):
O1 -2.180 0.706 -1.706
N1 0.060 0.486 -0.457
C1 -1.811 -0.395 -2.419
C2 -0.258 -0.565 -2.592
C3 1.229 0.750 1.756
C4 0.023 0.251 0.958
C5 0.307 -0.788 -1.221
C6 1.063 0.707 3.301
H1 1.793 1.249 3.907
H2 -0.206 -1.687 -0.774
H3 -2.072 -1.337 -1.871
H4 -1.016 0.700 -0.864
H5 1.394 -1.006 -1.148
H6 1.339 1.846 1.556
H7 -0.785 0.844 1.400
H8 0.360 0.019 -3.289
H9 1.165 -0.363 3.595
H10 -2.300 -0.367 -3.418
H11 2.255 0.288 1.579
H12 -0.221 -1.572 -3.111
H13 0.068 1.052 3.558
H14 -0.208 -0.818 1.262

Cartesian forces (eV/Å) of the 3 atoms listed first:
O -0.05 0.15 0.28
N -1.18 -1.46 -0.64
C 0.39 1.02 -0.16

Computed properties:
LUMO level: 3.79 eV
DFT total energy: -9985.4671 eV
Structure (SMILES): CCCNCCC[O-]
ΔE to the lowest compared entry with this formula, charge and spin: 111.6 kJ/mol
HOMO energy: -2.77 eV
Charge: -1
Orbital gap: 6.57 eV

Here is one molecule with the formula C4H9NO from the OMol25 dataset. Energies are from ωB97M-V/def2-TZVPD.

Geometry (Å):
O1 1.100 -2.051 -0.448
N1 -0.835 0.216 -0.530
C1 -0.911 1.629 -0.224
C2 0.257 1.087 -0.953
C3 0.732 -1.317 0.701
C4 -0.657 -0.712 0.596
H1 -0.739 1.924 0.814
H2 -1.377 -1.525 0.454
H3 1.209 1.060 -0.419
H4 0.750 -2.024 1.537
H5 0.338 1.221 -2.031
H6 0.799 -1.554 -1.221
H7 1.472 -0.534 0.934
H8 -0.901 -0.227 1.551
H9 -1.681 2.202 -0.735

Cartesian forces (eV/Å) of the 3 atoms listed first:
O -0.07 0.15 -0.31
N -0.07 -0.10 0.01
C -0.12 0.25 0.09

Computed properties:
LUMO level: 1.09 eV
DFT total energy: -7829.7859 eV
Structure (SMILES): OCCN1CC1
ΔE to the lowest compared entry with this formula, charge and spin: 244.5 kJ/mol
HOMO energy: -9.26 eV
Orbital gap: 10.35 eV